[1]
DFT (ωB97M-V/def2-TZVPD) results for 12 unconnected molecules or ions with the total composition C34H97N5O19.

```
155
Properties=species:S:1:pos:R:3:forces:R:3
O -17.71534 0.97258 3.11760 0.3 -0.3 -0.1
O -19.26383 10.60342 -3.77376 1.0 -1.2 -1.6
O -21.12404 -1.78686 -6.87763 0.2 1.0 -0.6
O -23.42531 6.51108 -15.55674 0.0 -0.4 0.9
O -15.00713 7.93793 2.21426 0.4 -0.3 -0.2
O -17.40991 -1.78641 3.95481 0.4 0.1 -0.5
O -26.34289 8.38894 -5.29602 -0.4 0.7 0.2
O -23.64500 -0.38318 -5.90063 -0.5 -0.3 0.1
O -13.56180 5.97637 0.64788 -1.2 -0.5 -1.6
O -13.73913 -3.86525 -2.06645 -0.5 1.0 0.0
O -11.34978 9.01043 -5.61423 1.1 -0.3 2.0
O -21.70440 -2.15419 -15.68424 0.9 0.4 -0.9
O -20.47013 3.87082 -5.08903 -0.2 0.5 -0.7
O -15.42673 4.42436 -12.19949 0.9 -1.7 0.4
O -24.91071 4.90925 -12.55650 0.2 0.5 0.4
O -27.95732 3.99983 -0.50836 0.0 -0.2 -0.5
O -24.12346 10.28348 -6.24901 -0.6 -0.3 -0.3
O -17.25193 4.07803 -14.88796 0.9 -0.6 0.1
O -26.03998 3.69323 -3.02719 0.7 0.2 0.8
N -19.76764 -2.57777 -12.45124 0.3 -0.8 -0.9
N -16.15731 -2.55343 -3.73321 -1.0 0.0 0.8
N -10.37464 6.17589 -3.35304 -0.1 0.1 0.6
N -18.62292 11.94069 -0.51200 -0.1 0.6 1.1
N -18.21432 2.81893 -2.38536 -0.3 -0.3 -1.0
C -27.11961 2.95035 -1.00245 0.5 0.5 1.6
C -11.87230 10.31032 -5.33757 -0.9 -0.3 -1.9
C -25.86840 8.56208 -6.60131 1.5 -0.1 -1.0
C -23.29632 -1.73255 -5.56418 1.2 0.9 -1.3
C -19.48341 11.44252 -1.55176 1.0 0.6 -1.2
C -25.79306 3.44300 -1.61903 -1.5 -0.7 -0.6
C -12.91666 -4.98711 -2.43234 -1.6 1.2 0.3
C -16.52916 5.06845 -12.66583 -1.3 2.4 -1.5
C -22.38888 -2.34687 -6.73568 -1.8 -1.2 1.8
C -18.38514 10.16964 -4.83353 0.0 -0.1 0.0
C -11.57931 5.91250 -5.41825 0.9 0.8 -0.7
C -13.19167 6.25734 1.94273 1.2 1.4 0.9
C -23.44398 6.11386 -14.17480 0.6 -0.5 0.3
C -14.37963 6.79914 2.75436 0.5 -1.3 0.0
C -16.65034 5.16238 -14.21994 -1.0 1.3 1.3
C -10.57673 6.82467 -4.65872 -1.3 -0.5 0.6
C -16.46303 0.29482 3.20255 -0.2 0.0 0.4
C -24.37484 8.96281 -6.76554 -0.1 0.4 0.8
C -14.38062 -2.13063 -5.31441 -1.0 -0.2 -0.3
C -18.48062 11.09477 -2.71764 -2.1 -0.3 1.0
C -20.51933 4.11402 -6.51642 -0.5 -1.5 1.2
C -11.13848 8.23429 -4.39640 -0.5 0.2 -0.5
C -19.89042 4.58447 -2.06974 -0.7 0.0 -1.0
C -20.85461 -2.23054 -13.37381 -0.3 1.8 0.3
C -21.08212 -0.68700 -13.17679 -0.5 -0.5 -0.4
C -13.78529 -2.77256 -3.03775 1.1 -2.5 0.1
C -24.69817 5.27725 -13.89986 -0.4 0.4 -0.8
C -16.57238 -1.21024 2.95434 0.4 0.8 -0.5
C -19.42937 3.40306 -2.97871 0.1 0.0 0.5
C -19.19893 3.69465 -4.50951 -0.4 1.2 0.7
C -14.84528 -2.94247 -4.14366 0.7 0.0 0.0
C -20.45838 12.59185 -1.82653 -0.2 -0.6 0.0
C -22.94596 -2.76756 -15.64755 -1.0 0.5 0.9
C -20.63202 -2.62595 -14.89544 -0.5 0.4 1.2
H -11.91039 -4.60354 -2.60078 0.2 -0.6 -0.2
H -26.92724 2.40484 -0.07860 0.4 -0.1 0.1
H -27.63889 2.21888 -1.62164 -0.1 0.3 -0.5
H -11.13836 4.92256 -5.53529 -0.1 -0.1 0.0
H -21.06720 12.85119 -0.96040 0.4 0.0 0.6
H -12.79721 -2.79167 -3.49757 0.2 0.2 -0.3
H -21.74735 -2.71763 -12.98154 -0.5 -0.1 -0.6
H -23.59809 -2.26452 -16.36153 0.3 -0.1 -0.4
H -23.71924 8.23062 -6.29419 -0.1 -0.1 0.4
H -22.51459 5.60678 -13.91558 0.1 -0.4 -0.1
H -12.08668 8.22459 -3.85887 -0.4 -0.7 -0.1
H -17.31841 -2.72980 3.80238 -0.3 -0.2 0.3
H -18.05004 11.24624 -0.05413 0.0 -0.3 -0.1
H -14.99446 -3.93912 -4.55904 0.7 -0.6 0.7
H -23.41445 -2.52843 -14.69286 -0.2 -0.4 0.4
H -24.07871 8.91058 -7.81324 -0.4 0.2 -0.3
H -9.59771 6.57850 -2.84867 0.1 0.4 0.1
H -17.91014 11.02232 -5.31872 -0.2 0.2 -0.2
H -21.27051 12.32918 -2.50444 0.6 0.2 -0.8
H -13.83085 -1.82606 -2.49906 -0.6 0.0 0.1
H -9.59167 6.87201 -5.12294 -0.3 0.3 -0.8
H -17.55646 9.52677 -4.53671 0.2 0.1 1.0
H -19.82958 13.44967 -2.06490 -0.5 0.2 -0.5
H -10.08096 5.22038 -3.49742 -0.2 -0.2 -0.2
H -15.69650 5.49050 -14.63300 0.2 -0.3 -0.2
H -12.57368 5.81592 -4.98237 0.3 0.2 0.5
H -24.82318 4.35658 -14.46981 0.8 0.1 -0.6
H -22.93274 -2.32794 -7.68010 0.2 0.8 -0.1
H -21.56323 3.85896 -6.69899 0.0 0.5 -0.5
H -15.58216 -1.66585 2.95362 0.3 0.1 0.4
H -22.76663 -1.69368 -4.61232 0.5 -0.3 0.0
H -18.84027 9.50979 -5.57214 -0.9 0.6 0.0
H -19.93142 3.34451 -7.01675 0.3 0.0 -0.2
H -16.13050 -1.64407 -3.29452 0.0 0.6 -0.2
H -17.49571 4.80910 -12.23386 -0.1 -0.9 0.0
H -11.75612 10.81135 -6.29859 0.3 0.4 0.2
H -22.84963 0.10131 -6.13356 0.2 -0.1 0.0
H -22.99573 -3.84343 -15.81528 0.4 -0.2 -0.1
H -16.92209 -1.39598 1.93880 -0.6 0.0 -0.1
H -18.64844 4.62788 -4.62838 0.3 0.5 0.3
H -15.06806 5.95435 2.77680 -0.5 0.0 0.3
H -17.87417 10.30060 -2.28219 0.5 -0.2 -0.2
H -19.28918 12.28438 0.16482 0.5 0.3 0.7
H -25.04628 2.66734 -1.44943 0.2 -0.1 -0.3
H -12.95815 10.24629 -5.26733 -0.2 -0.1 0.6
H -25.53960 4.18397 -12.56475 0.0 0.1 0.2
H -13.39615 -5.47066 -3.28344 0.6 -0.2 -0.4
H -25.43245 5.96129 -14.32532 -0.8 0.0 0.4
H -17.51615 3.54835 -2.40959 0.3 -0.1 0.4
H -22.32906 -3.42151 -6.56341 0.2 -0.3 0.4
H -26.46889 9.29394 -7.14158 -0.2 0.3 0.6
H -20.26568 2.70984 -2.88858 0.2 -0.5 -0.4
H -11.49588 10.94340 -4.53407 0.6 -0.6 0.2
H -20.52707 -1.93365 -6.14028 -0.3 -0.3 0.2
H -12.68772 5.38919 2.36750 -0.4 -0.2 0.7
H -16.02252 0.42487 4.19107 -0.1 0.0 0.3
H -20.79251 5.05473 -2.46116 0.4 0.7 -0.7
H -21.43780 -0.40095 -12.18696 0.3 -0.6 0.5
H -16.42706 6.09049 -12.30101 0.1 0.4 -0.3
H -23.06764 5.73770 -15.99895 0.0 0.1 -0.4
H -23.25513 10.37431 -5.84984 0.0 -0.3 -0.1
H -20.50656 -3.69854 -15.04344 -0.1 -0.3 0.3
H -25.99040 2.84102 -3.46636 0.0 0.0 -0.1
H -25.96573 7.67929 -7.23322 -0.1 -0.5 0.2
H -20.02084 10.54549 -1.24417 -0.1 -0.3 -0.3
H -23.41608 7.00162 -13.54296 -0.5 0.1 -0.2
H -17.36276 5.96894 -14.39323 0.1 0.4 0.1
H -20.16829 -0.11576 -13.34015 0.0 -0.1 -0.3
H -16.51010 3.54598 -15.18496 -0.2 -0.5 -0.2
H -17.83347 11.89021 -3.08717 -0.1 0.5 0.5
H -15.60116 3.49904 -12.38647 0.5 -0.4 0.2
H -21.91549 -0.30428 -13.76596 0.3 -0.1 -0.6
H -28.35840 4.48090 -1.23590 0.1 0.0 -0.2
H -10.50612 8.71191 -3.64799 0.6 0.6 -0.4
H -12.78981 5.68333 0.15824 -0.1 0.1 -0.1
H -16.35200 -3.13939 -2.93393 -0.5 -0.4 0.2
H -14.50085 -1.10655 -4.96102 0.9 0.4 -0.7
H -11.72108 6.33088 -6.41474 0.0 -0.1 -0.1
H -14.07061 7.01664 3.77675 0.1 0.1 -0.1
H -19.06538 5.26569 -1.86155 -0.2 0.3 -0.1
H -15.16858 7.67144 1.30623 -0.2 0.3 -0.4
H -18.39398 2.54087 -1.43116 0.1 0.2 0.1
H -19.99169 -2.24777 -11.52334 -0.1 0.3 0.1
H -25.43768 4.35068 -1.13127 -0.2 0.1 -0.2
H -13.42607 -2.53717 -5.64858 0.3 0.9 0.1
H -19.74660 -2.16232 -15.33041 0.1 0.2 0.4
H -13.02454 -5.65982 -1.58149 0.5 0.0 -0.1
H -12.41975 7.02362 1.87154 0.2 0.4 0.4
H -18.27886 0.59577 3.79736 -0.2 -0.1 0.1
H -18.60327 3.01462 -5.11847 0.0 -0.9 0.6
H -26.07453 7.58656 -4.84238 0.3 -0.1 -0.5
H -15.09067 -2.29203 -6.12550 0.0 0.2 -0.1
H -24.22922 -2.24993 -5.34035 0.1 -0.2 -0.6
H -20.34756 4.27942 -1.12843 0.7 -0.8 0.3
H -15.78871 0.84237 2.54409 0.0 -0.5 -0.4
H -19.83476 -3.58295 -12.37905 0.6 -0.4 0.2
H -20.24623 5.09705 -6.90003 0.1 0.2 0.5
```
Positions in Å, forces in eV/Å.

- HOMO-LUMO gap: 9.4 eV
- Total charge: 0
- DFT total energy: -3056.54393 Eh
- SMILES: COC[C@H](C)N.COC[C@H](C)N.COC[C@H](C)N.COC[C@H](C)N.COC[C@H](C)N.OCCO.OCCO.OCCO.OCCO.OCCO.OCCO.OCCO
- Highest occupied orbital energy: -9.20 eV

Here are the Mulliken charges for atoms 1 to 8, given in e: -0.52, -0.28, -0.51, -0.51, -0.50, -0.52, -0.49, -0.50

---

[2]
DFT (ωB97M-V/def2-TZVPD) results for a molecular structure, C5H4Cl2F2N2.

```
15
Properties=species:S:1:pos:R:3:forces:R:3
Cl -1.41209 2.28682 -1.56287 0.2 0.3 0.1
Cl 2.56378 0.81465 -1.61484 -0.6 -0.8 0.0
F -0.40713 -0.24626 -2.13245 0.7 0.0 0.5
F 2.67878 -0.20518 1.86285 0.4 -0.1 0.8
N 1.23109 1.47122 1.32515 1.4 -0.9 2.7
N -0.90175 -0.75057 0.03718 0.6 -1.0 1.1
C -0.04550 0.00439 -0.74747 1.4 1.0 -2.7
C 1.54584 -0.29730 -0.65896 -0.6 1.2 4.1
C -0.22311 1.54242 -0.58571 0.2 -0.7 2.2
C 0.36391 2.10922 0.50522 -0.6 -1.1 -2.7
C 1.82545 0.41764 1.12808 -1.5 -1.6 -5.6
H 0.42742 3.10570 0.76782 -1.0 2.2 -0.2
H -1.88775 -0.66789 -0.22240 0.7 0.0 0.1
H 1.90460 -1.34861 -0.74039 -0.6 0.9 -0.1
H -0.57886 -1.72375 0.11723 -0.6 0.6 -0.1
```
Positions in Å, forces in eV/Å.

- HOMO-LUMO gap: 9.4 eV
- Total charge: 0
- DFT total energy: -1422.46415 Eh
- Highest occupied orbital energy: -9.14 eV

Here are the natural (NBO) charges for atoms 1 to 8, given in e: 0.07, 0.00, -0.40, -0.28, -0.51, -0.84, 0.42, -0.31